ORCA calculation (the ωB97M-V functional and the def2-TZVPD basis) on C24H20S2SbTl as an isolated structure in a non-equilibrium geometry.

Geometry as XYZ:
```
48
Properties=species:S:1:pos:R:3:forces:R:3:mulliken_charge:R:1
C 0.9387 -2.8509 0.5185 -0.247 0.219 -0.352 -0.71
H 3.4889 2.2673 2.4924 0.001 -0.017 -0.009 0.39
H -4.9554 -3.0796 -0.1129 0.157 0.266 0.025 0.34
H -3.4349 2.5945 -1.1044 0.837 -0.753 0.202 -0.17
H -3.5207 -0.5946 3.9012 0.053 0.065 -0.314 0.33
H 2.4874 -0.9917 -2.2915 -0.085 -0.076 0.038 0.39
H -5.4545 -3.9436 2.1040 -0.001 0.002 -0.021 0.37
C 4.7146 1.3119 -3.4192 -0.470 -0.090 0.211 -0.44
C 0.1857 -0.9983 -0.8563 0.157 -0.102 0.061 0.33
C 2.8932 -0.0212 -2.5368 0.090 0.468 -0.144 -0.06
H 1.5551 -3.2306 1.3234 -0.007 0.034 0.007 0.40
H 2.1250 3.2950 -2.4590 0.013 0.074 -0.002 0.35
C 2.5131 2.4618 2.0665 -0.463 0.060 -0.228 -0.68
H 5.7053 1.3769 -3.8494 -0.004 -0.001 -0.005 0.38
H 2.7891 1.0935 0.4375 0.072 -0.020 -0.092 0.38
H -0.2617 4.3590 2.5890 -0.008 -0.011 -0.011 0.42
C -3.4950 -0.5505 1.7224 -0.711 -1.198 0.928 0.88
C -3.9189 -1.2847 0.5448 -0.437 -0.823 0.948 0.82
C 0.3996 3.6410 2.1213 0.302 -0.264 -0.170 -0.76
C -0.6508 -1.8750 -1.5599 0.502 -0.173 0.226 -0.64
C 2.1497 1.1441 -2.3049 0.188 -0.080 -0.513 -0.07
Tl -2.5570 1.0739 -0.4833 -2.000 1.744 -0.696 0.37
H 4.3920 3.4417 -3.4434 -0.020 0.000 0.013 0.39
C 1.6568 3.3842 2.6753 -0.213 -0.236 -0.445 -0.43
C 4.1738 0.0643 -3.0929 -0.182 0.557 0.089 -0.63
C 0.9805 -1.4927 0.1870 -0.406 -0.575 -0.272 -0.16
S -2.6079 0.9858 2.0045 0.073 -0.642 -1.919 -0.34
C -3.8179 -1.1095 2.9891 -0.445 -0.821 -0.493 -0.89
Sb 0.1782 1.0739 -1.4508 1.364 -0.468 0.615 1.13
C 0.8482 2.0437 0.3505 -0.023 0.019 0.113 0.42
H -1.2690 -1.5043 -2.3677 0.031 -0.074 0.026 0.57
C -4.9151 -3.0096 2.0138 0.128 0.239 -0.733 -0.65
H -1.3394 -3.9041 -1.7763 -0.021 0.039 0.006 0.41
C -4.6214 -2.5012 0.7467 0.119 0.103 0.941 -0.74
C -0.0028 2.9732 0.9604 0.635 -0.048 0.280 -0.74
C 2.6944 2.3915 -2.6350 0.246 -0.398 -0.127 -0.49
C -0.6920 -3.2319 -1.2279 0.347 0.206 0.242 -0.67
H 4.7470 -0.8362 -3.2711 -0.025 -0.013 0.016 0.39
C -4.5127 -2.3126 3.1369 0.386 0.701 -0.019 -0.59
S -3.7467 -0.9867 -1.2170 0.585 1.214 1.076 -0.38
H 0.0728 -4.7711 0.0686 -0.012 0.004 0.010 0.39
H 1.6294 -0.8411 0.7442 0.102 0.188 0.137 0.28
H -4.7289 -2.6868 4.1292 0.007 0.016 0.005 0.36
H -0.9757 3.1795 0.5335 -0.019 0.141 0.045 0.66
C 0.1035 -3.7204 -0.1884 -0.051 0.518 -0.185 -0.46
C 2.1120 1.7944 0.9048 -0.326 0.452 0.326 -0.28
H 1.9687 3.9023 3.5728 -0.006 -0.004 -0.006 0.38
C 3.9748 2.4756 -3.1903 -0.210 -0.443 0.172 -0.57
```
Forces are in eV/Å.

Values from the calculation:
relative energy (zero: lowest compared OMol25 entry of this formula, charge and spin) = 0.00 kcal/mol
E_HOMO = -7.473 eV
orbital gap = 6.2 eV

=====

ORCA calculation (the ωB97M-V functional and the def2-TZVPD basis) on C24H21BrI2MnN7O4S3 as an isolated structure.

Geometry as XYZ:
```
63
Properties=species:S:1:pos:R:3:forces:R:3:mulliken_charge:R:1
C -1.3621 -0.6665 -1.5261 0.030 0.091 0.032 -0.27
H -4.5943 -5.4116 1.3953 -0.009 0.001 0.009 0.24
C 0.2540 1.9914 0.3443 0.078 0.033 0.121 0.25
N 4.5619 2.0832 1.6830 -0.040 0.061 0.044 -0.45
H -1.0097 -1.6110 -1.9166 0.003 -0.020 0.008 0.24
N -4.5648 -5.1232 2.3615 0.034 -0.010 -0.012 -0.62
I 1.3498 -5.6302 -0.0322 -0.021 0.015 0.035 -0.33
C 2.5488 3.9831 -5.4059 0.003 -0.008 0.004 0.18
Mn 1.6616 -0.4921 -0.5358 -0.068 0.113 -0.015 -0.17
C 1.1573 2.0551 -5.2352 -0.005 -0.021 0.014 -0.38
H 3.2521 2.2552 -2.5914 0.009 0.001 0.000 0.42
H -3.3649 -0.8610 -2.2612 0.006 -0.006 0.000 0.50
I 1.6440 -2.9230 -1.7094 0.040 -0.293 -0.177 -0.25
O -1.1289 -0.0057 4.5224 0.010 -0.060 -0.048 -0.73
C 3.5627 1.4679 0.9822 -0.023 -0.098 -0.117 0.39
C 0.0072 3.2713 1.0676 -0.008 0.045 -0.004 -1.94
C -2.6673 -0.2394 -1.7178 -0.010 0.010 0.007 -1.12
C 2.7819 2.5300 -3.5269 -0.041 -0.036 0.016 -0.22
N 2.3835 2.0321 1.0845 0.036 0.124 0.109 -1.63
S -1.6040 -0.0191 3.1546 0.072 0.018 0.055 1.19
N 1.4477 -1.3219 1.2851 0.038 -0.064 0.103 0.78
C -2.6183 -2.4362 3.9855 0.013 -0.020 0.050 -0.34
C -2.1052 1.7472 -0.5104 0.030 -0.006 -0.030 -0.74
H 1.0679 3.4586 -6.8650 0.002 -0.001 0.003 0.42
H 5.3778 1.5301 1.8750 0.000 -0.009 0.002 0.25
H 0.3744 1.4086 -5.6093 0.001 0.007 -0.001 0.47
C 1.7728 1.7204 -4.0358 -0.063 0.044 0.066 0.14
Br 3.0854 5.5425 -6.3520 -0.002 0.006 -0.003 -0.23
C -3.2839 -3.6358 3.7879 -0.008 -0.009 -0.009 -0.73
N -0.4315 -0.1827 2.0840 -0.052 0.001 0.026 -0.03
H -4.0535 1.3464 -1.3050 0.004 0.005 -0.004 0.41
H 2.8659 -3.4212 3.4587 -0.009 0.010 0.002 0.42
C -2.5567 -1.5027 2.9658 0.064 0.083 0.021 -0.65
C -3.8279 -2.9604 1.5448 -0.013 -0.035 0.037 -0.83
H -0.9847 3.6723 0.8885 0.004 -0.005 0.007 0.46
N 1.4044 1.4252 0.3643 -0.034 0.116 -0.082 1.89
H -3.1110 -1.0309 0.9543 0.005 0.005 -0.009 0.31
H 0.1241 3.0939 2.1384 -0.015 -0.018 -0.001 0.30
C 0.5689 -1.0271 2.2595 -0.103 0.019 -0.025 0.13
O -2.4106 1.0935 2.7174 -0.015 -0.036 -0.077 -0.72
H 3.1363 -2.5822 0.9950 0.018 -0.018 -0.005 0.52
C 2.3894 -2.2568 1.6980 -0.028 0.071 0.011 -0.85
H -2.3915 2.6902 -0.0743 0.011 0.002 -0.002 0.32
C 3.1757 3.6692 -4.2122 0.029 0.036 -0.014 -0.64
H -3.3236 -4.3685 4.5859 -0.007 -0.006 -0.009 0.28
H -2.1339 -2.2203 4.9283 -0.001 0.005 -0.015 0.51
C -0.8135 1.2610 -0.3707 -0.040 -0.148 -0.062 1.05
S 0.9320 -1.9021 3.7352 -0.012 0.023 0.031 -0.10
C 1.5411 3.1906 -5.9304 0.003 0.004 -0.016 -0.54
O 0.4247 -0.2130 -3.7387 -0.097 0.137 0.084 -0.63
C -3.1682 -1.7658 1.7469 -0.010 0.033 -0.054 -0.05
H -4.2340 -5.8754 2.9466 -0.014 0.006 -0.002 0.23
H -4.2954 -3.1682 0.5889 0.003 -0.003 0.005 0.30
C -3.8816 -3.9183 2.5626 0.008 0.039 -0.021 1.12
C 2.2646 -2.6812 2.9594 0.049 -0.075 -0.041 -0.59
H 0.7601 4.0055 0.7806 -0.001 -0.004 0.008 0.41
H 4.2541 2.7240 2.3973 0.014 -0.001 0.002 0.24
C -3.0389 0.9851 -1.1947 0.004 -0.026 0.016 -0.65
C 1.3146 0.4873 -3.2925 0.185 -0.271 -0.348 0.49
N -0.4700 0.0617 -0.8671 -0.125 -0.018 0.032 0.79
O 2.0136 0.2661 -2.2215 -0.061 0.183 0.200 -0.20
S 4.0105 0.0996 0.0333 0.135 -0.024 0.046 -0.45
H 3.9593 4.3051 -3.8243 -0.001 -0.002 -0.001 0.44
```
Forces are in eV/Å.

Values from the calculation:
total charge = -1
relative energy (zero: lowest compared OMol25 entry of this formula, charge and spin) = 0.00 kcal/mol
E_HOMO (spin up / spin down) = -5.204 / -5.428 eV
orbital gap (spin up / spin down) = 6.4 / 6.1 eV
spin multiplicity = 6

=====

ORCA calculation (the ωB97M-V functional and the def2-TZVPD basis) on C24H21F2N7O2PmS3 as an isolated structure in a non-equilibrium geometry.

Geometry as XYZ:
```
60
Properties=species:S:1:pos:R:3:forces:R:3:mulliken_charge:R:1
C -17.8630 -1.1225 7.9587 -2.924 0.661 0.048 -0.09
O -16.8471 -3.7675 6.7056 -0.745 -0.275 0.609 -0.63
C -16.8650 -6.6206 11.3316 -0.149 -0.647 -0.879 0.36
C -20.9224 -4.0893 8.3199 2.479 -1.283 0.743 0.11
C -13.1552 -5.4014 3.7435 -1.871 -0.933 0.608 0.83
H -14.9943 -6.4457 3.1518 0.035 0.444 -0.164 0.24
H -17.8676 -6.9570 7.1801 0.259 -0.280 -0.247 0.25
N -14.8694 -3.3110 8.3062 -0.739 -0.726 -1.019 -0.66
C -14.5489 -5.7518 3.8626 0.994 -0.091 -0.157 -0.55
H -24.6036 -3.2524 7.8038 -0.047 -0.017 -0.275 0.47
H -16.3530 -5.5326 5.0770 0.853 -0.097 -0.333 0.30
C -15.2026 -8.3857 10.9918 -2.344 0.975 -0.365 -0.11
F -23.0984 -1.2165 7.9516 -0.318 -0.089 -0.056 -0.31
C -15.7102 -2.4738 11.9422 -1.836 -1.691 -1.209 -0.46
C -14.6052 -4.7208 6.0043 0.532 0.535 0.627 -0.04
C -21.8049 -5.1564 8.2430 -1.068 0.860 -0.399 -0.44
H -12.6484 -4.1038 6.8334 -0.682 0.275 -0.143 0.45
H -16.8458 -1.4202 8.1062 0.211 -0.361 0.023 0.47
H -19.1864 -6.4636 6.3149 0.083 -0.045 -0.064 0.26
N -18.8872 -2.0408 8.1073 0.786 -0.184 0.413 0.04
H -12.9614 -6.4156 1.9449 1.271 0.909 1.243 0.22
H -17.7015 -3.5057 11.8428 0.926 0.557 -0.249 0.44
H -19.8460 1.5045 7.0358 0.262 -0.065 0.283 0.41
H -21.5428 -6.1948 8.5083 -0.190 0.562 -0.442 0.41
Pm -18.4047 -4.4743 8.5436 -0.296 0.527 0.074 0.82
S -14.4367 -2.2709 10.8123 -0.689 -0.695 -1.514 -0.20
C -15.2647 -5.3640 4.9662 -0.416 0.056 -0.130 -0.87
S -18.4345 -5.9505 11.0024 0.562 -1.063 0.115 -0.36
C -22.5962 -2.4650 7.9351 -0.908 -1.281 0.882 -0.06
N -18.8303 -6.6576 7.2462 -0.240 0.094 -0.042 -0.58
H -17.4770 0.9739 7.7459 0.275 0.059 -0.467 0.42
H -15.0337 -9.2547 10.3881 0.415 -0.350 0.074 0.44
C -14.3823 -7.7961 11.8975 0.564 0.187 1.083 -0.63
N -12.4563 -5.8311 2.6565 -0.462 -0.268 -0.461 -0.50
H -11.5105 -4.4924 4.7964 0.161 -0.135 -0.097 0.33
C -15.4299 -3.0722 9.5124 -0.314 -0.002 1.545 0.10
H -11.4584 -5.8969 2.8176 -0.289 -0.253 -0.733 0.22
H -17.1237 -8.2945 10.1267 0.085 0.134 0.123 0.23
N -16.4815 -7.8334 10.7610 1.718 0.707 0.978 0.00
C -23.5534 -3.4945 7.8513 0.794 0.607 -0.325 -0.63
C -21.2498 -2.7554 8.1732 -0.218 0.788 -0.783 0.15
H -21.6215 -0.1274 7.4823 0.076 0.007 -0.114 0.58
C -19.5719 0.5201 7.4123 0.086 -0.677 0.250 -0.33
F -24.0120 -5.7878 7.6592 -0.110 0.125 0.069 -0.30
C -18.2067 0.1867 7.6722 -0.910 -0.122 0.125 -1.07
C -23.1169 -4.8061 7.8720 0.444 -0.580 0.859 0.01
H -19.3875 -7.4256 7.6075 0.034 0.104 0.099 0.23
C -16.7808 -3.1405 11.3452 0.771 1.191 0.977 -0.86
C -20.5970 -0.4047 7.6152 2.550 0.071 0.418 -1.11
C -12.5589 -4.7523 4.8398 0.736 -0.089 -0.971 -0.68
H -13.3948 -8.1858 12.2244 -0.930 0.142 -0.644 0.38
C -14.8772 -6.6179 12.5265 -0.437 0.607 -1.104 0.01
N -16.0059 -6.0176 12.1597 0.267 -0.523 0.773 -0.39
H -15.5484 -2.3241 12.9902 -0.134 0.292 0.195 0.46
S -15.6320 -4.3470 7.3195 1.213 1.378 1.899 1.77
C -20.1857 -1.7053 8.0490 -0.863 0.849 -1.197 1.22
C -13.2390 -4.4484 5.9831 -0.251 -0.310 0.225 -0.35
O -15.9747 -5.5785 8.0579 -0.801 -0.237 -0.070 -0.58
H -14.2992 -6.0440 13.2629 -0.076 -0.526 -0.245 0.42
N -16.6684 -3.3910 9.9865 1.816 0.191 -0.461 0.77
```
Forces are in eV/Å.

Values from the calculation:
total charge = +1
relative energy (zero: lowest compared OMol25 entry of this formula, charge and spin) = 3.40 kcal/mol
E_HOMO (spin up / spin down) = -10.175 / -10.180 eV
orbital gap (spin up / spin down) = 6.5 / 6.5 eV
spin multiplicity = 5